{
  "formula": "C21H36MgP2Te",
  "method": "the ωB97M-V functional and the def2-TZVPD basis",
  "elements": ["C", "C", "C", "H", "H", "C", "C", "C", "P", "H", "H", "H", "H", "C", "H", "C", "C", "H", "C", "H", "C", "H", "H", "Mg", "C", "H", "H", "H", "H", "H", "H", "C", "H", "H", "H", "H", "Te", "H", "H", "C", "H", "H", "C", "H", "C", "H", "C", "H", "C", "C", "H", "C", "H", "H", "H", "H", "H", "P", "H", "C", "H"],
  "coordinates": [[-0.090027, 0.497218, 0.005777], [0.127188, -0.016895, 5.100665], [-0.434312, 1.796183, 0.815559], [2.349220, -3.324455, -1.626812], [1.381907, -3.305062, 1.191578], [2.082291, -0.716453, 6.417692], [2.150641, -2.629949, -2.446093], [-0.824980, 2.193683, -4.324985], [0.617449, -1.757467, -2.065611], [3.150956, -0.959462, 6.451720], [-0.478511, -3.794142, -2.906272], [0.738671, 0.298199, -5.308927], [0.502574, 1.946877, 1.440670], [-1.724877, 3.112985, -0.898946], [-0.326485, 2.245313, -5.329533], [1.267023, -0.774853, 7.574104], [-2.394634, -0.356087, 0.170686], [-3.362545, 1.531384, 0.764991], [-1.087787, -0.591794, -0.014280], [2.663279, 2.217870, -3.577503], [0.194919, -1.238624, -3.856186], [0.432938, -2.076705, -4.521115], [2.075517, -3.161734, -3.396006], [2.544137, -1.585657, 0.811270], [1.393590, -2.683721, 2.128134], [1.745112, 3.326435, -2.493125], [1.683145, -1.105767, 8.552920], [-0.717425, -1.676143, 0.008754], [-1.764654, 0.087758, 6.200797], [-1.655373, -2.660622, -2.184503], [2.959560, -1.896419, -2.496859], [-2.529188, 1.885824, -1.284269], [-2.046608, 4.043539, -1.415904], [-0.211755, 4.053097, 0.362738], [-3.480533, 2.248205, -1.741433], [1.433824, 3.346254, -4.261502], [2.482867, 0.016514, 3.274444], [-4.028390, 0.483235, -0.558161], [0.355789, -2.416165, 2.355186], [-0.651998, -3.090360, -2.079558], [0.255031, 0.786097, -1.008506], [-1.988536, 1.203027, -1.994038], [1.497281, -0.347670, 5.152217], [-0.736171, -0.536121, 8.378014], [1.701445, 2.710255, -3.405524], [-0.296819, 0.300622, 4.142623], [-3.082771, 0.917339, -0.140400], [2.048912, -0.062832, -4.173946], [0.951225, 0.019411, -4.269758], [-0.729488, 3.119302, 0.003163], [2.012415, -3.138217, 2.913925], [-0.101759, -0.481088, 7.484734], [-0.624682, -3.636912, -1.129359], [-1.761322, 1.612072, -4.383984], [-1.059575, 3.224931, -4.007792], [-0.906738, -1.088410, -3.907736], [-1.229086, 1.603702, 1.613384], [0.417384, 1.426387, -3.166238], [0.910043, 0.098917, 0.412213], [-0.683133, -0.089266, 6.242406], [-3.116165, -1.153568, 0.404528]],
  "atomic_forces_ev_per_a": [[1.746, 0.890, -0.066], [-0.158, -0.147, 0.428], [1.054, 0.412, 1.057], [0.248, -0.109, -0.123], [-0.197, -0.379, 0.718], [-0.771, 0.217, -1.012], [0.204, -0.424, -0.277], [0.195, 0.017, -0.518], [-0.734, 0.267, -1.673], [-0.504, 0.096, 0.094], [-0.056, 0.121, 0.207], [0.131, -0.160, 0.036], [-1.087, 0.222, -0.676], [0.336, 0.339, 0.028], [-0.643, 0.010, 0.702], [0.191, -0.195, -0.377], [0.680, -0.809, -0.361], [0.180, -0.636, -0.799], [-0.631, -1.633, 1.390], [0.014, 0.294, 0.075], [0.076, 0.156, 0.638], [-0.046, -0.015, 0.111], [0.193, -0.216, 0.047], [0.440, 0.755, -0.280], [-0.234, -0.311, -0.437], [0.121, -0.180, -0.385], [-0.229, 0.392, -0.944], [-0.707, 1.887, 0.437], [0.542, 0.097, -0.096], [0.285, 0.047, 0.063], [0.010, -0.161, 0.037], [-0.889, -0.981, 0.491], [0.479, -0.603, 0.422], [-0.601, -1.067, -0.698], [0.887, -0.213, -0.104], [0.340, -0.130, 0.207], [0.450, 0.169, 0.904], [0.341, 0.972, 0.315], [0.394, -0.194, 0.270], [0.202, -0.559, 0.248], [-0.571, -0.083, 0.739], [-0.430, 0.845, 0.371], [-0.262, 0.103, 0.935], [0.315, -0.020, -0.402], [0.131, 0.129, 0.001], [0.065, -0.163, 0.404], [-1.218, 1.235, -0.215], [-0.379, -0.291, 0.009], [0.142, 0.692, -0.031], [-0.540, -0.998, 1.035], [-0.607, -0.087, -0.244], [-0.227, 0.360, -0.894], [-0.066, -0.066, -0.173], [0.408, 0.252, -0.046], [0.030, -0.472, -0.013], [0.626, 0.068, 0.069], [0.824, 0.283, -1.229], [-0.537, 0.258, -0.955], [-1.397, 0.329, -0.142], [0.783, -0.627, 0.899], [0.661, 0.014, -0.218]],
  "gap_ev": [6.40, 4.45],
  "e_above_lowest_kcal_mol": 76.74,
  "energy_ev": -53670.212,
  "max_force_ev_per_a": 2.2,
  "total_charge": 0
}